24
Properties=species:S:1:pos:R:3:mulliken_charge:R:1 method="wB97M-V/def2-TZVPD" smiles=Cc1ccc(O)cc1.CC spin_multiplicity=1 e_tot_ev=-11606.628 gap_ha=0.3450 charge=0 e_above_lowest_kj_mol=97.3
O 2.760 -2.372 -1.649 -0.5576
C 1.194 1.323 -0.305 0.4254
C 0.731 0.078 0.158 -0.2480
C 0.639 2.521 0.394 -1.2468
C -2.940 -0.839 0.434 -0.6252
C 2.218 1.203 -1.267 -0.2845
C 1.341 -1.111 -0.207 -0.4912
C -3.565 -0.800 1.823 -0.8649
C 2.889 0.037 -1.598 -0.5536
C 2.344 -1.174 -1.147 0.2748
H 2.712 -2.473 -2.596 0.3433
H -1.946 -1.377 0.506 0.0360
H -3.878 0.223 2.126 0.2441
H 0.483 3.370 -0.307 0.3334
H -2.799 -1.081 2.550 0.2632
H -4.417 -1.418 2.016 0.3380
H -3.494 -1.447 -0.279 0.3548
H -0.115 0.073 0.846 0.2926
H 0.948 -2.058 0.185 0.3330
H -0.274 2.284 0.934 0.3270
H 2.707 2.106 -1.646 0.3152
H 1.290 2.936 1.150 0.2870
H 3.836 -0.119 -2.099 0.4259
H -2.665 0.115 -0.022 0.2781